C4H35NO13 | ωB97M-V/def2-TZVPD

Structure (XYZ):
```
53
C4H35NO13, DFT ωB97M-V/def2-TZVPD
C -0.182 3.281 2.360
C -0.059 1.802 1.977
C 1.251 1.318 2.655
C 1.522 -0.187 2.645
O 1.538 -0.660 1.323
N -1.123 0.996 2.570
H 0.438 3.867 1.682
H 0.352 3.354 3.306
H -1.121 3.806 2.197
H 0.064 1.712 0.879
H 2.057 1.651 1.883
H 1.305 1.745 3.669
H 2.545 -0.493 2.944
H 0.761 -1.077 2.915
H 0.665 -0.676 1.034
H -2.004 1.030 2.005
H -1.222 1.381 3.551
H 0.739 0.867 -2.087
H 1.026 2.253 -1.666
O 1.438 1.482 -2.174
H 1.638 -2.826 -2.445
H 2.331 -1.826 -1.551
O 1.510 -2.367 -1.601
H -1.865 0.188 -3.841
H -2.212 -1.027 -2.902
O -2.664 -0.245 -3.325
H 0.197 -1.146 -3.110
H -0.964 -2.087 -2.653
O -0.593 -1.596 -3.414
H 3.349 2.214 0.143
H 3.184 2.812 -1.221
O 2.989 2.962 -0.305
H -1.939 -0.519 1.238
H -1.668 -1.961 1.694
O -1.487 -1.334 0.953
H -2.984 1.925 -0.109
H -4.027 0.927 0.607
O -3.144 1.208 0.579
H 1.656 -3.238 3.012
H 0.570 -3.304 2.041
O 0.750 -3.683 2.922
H 2.319 0.198 -1.138
H 2.892 -0.354 0.068
O 3.098 -0.353 -0.986
H -1.869 -3.058 -1.040
H -0.286 -3.662 -1.127
O -0.933 -2.939 -1.039
H -3.138 1.075 -2.253
H -3.276 2.484 -2.543
O -3.345 1.911 -1.894
H -0.676 -0.464 -0.432
H 0.183 -1.436 -1.104
O 0.048 -0.460 -0.971
```

Summary:
* E_tot: -32820.87422 eV
* gap between HOMO and LUMO: 0.331 hartree
* lowest unoccupied orbital energy: 0.019 eV
* relative energy (zero: lowest compared OMol25 entry of this formula, charge and spin): 511.3 kJ/mol
* multiplicity: 1
* max |F|: 6.620 eV/Å